(1)
11
Properties=species:S:1:pos:R:3:forces:R:3:lowdin_charge:R:1 method="wB97M-V/def2-TZVPD" homo_energy_ev=-10.27 spin_multiplicity=1 largest_force_ev_per_a=3.8 lumo_ev=-0.4 gap_ev=9.861 charge=0 relative_energy_ev=1.022
O 2.63625 0.10892 0.02830 -0.077 0.370 0.115 0.011
N 1.50569 0.32268 0.40604 1.892 -0.286 -0.635 -0.206
N 0.73311 0.98146 -0.41911 -3.148 1.144 -0.833 -0.064
S -0.98283 0.65932 0.05794 1.088 -1.884 0.708 0.664
O -1.04951 0.81880 1.47137 0.158 0.501 -0.757 -0.248
O -1.86254 1.26582 -0.86184 0.072 0.511 -0.586 -0.256
N -0.85223 -0.99296 -0.32995 1.116 0.104 0.427 -0.183
O -0.17079 -1.67479 0.72252 2.603 1.277 0.256 -0.146
H 0.91511 1.26719 -1.43307 0.252 -0.817 1.723 0.180
H -1.66421 -1.58100 -0.47446 -0.542 0.735 -0.050 0.121
H 0.79195 -1.17544 0.83227 -3.414 -1.654 -0.368 0.128

=====

(2)
15
Properties=species:S:1:pos:R:3:forces:R:3:lowdin_charge:R:1 method="wB97M-V/def2-TZVPD" homo_energy_ev=-8.93 spin_multiplicity=1 largest_force_ev_per_a=3.6 lumo_ev=0.6 gap_ev=9.575 charge=0 relative_energy_ev=2.830
C -0.50011 1.83605 0.68639 0.477 -0.851 1.692 -0.038
N 0.48148 1.59166 -0.05942 0.067 0.510 0.202 0.019
C 1.28659 0.46017 0.10108 1.655 -1.861 -2.626 -0.444
C 0.86204 -0.80220 -0.10170 -1.712 1.140 0.386 0.039
C 2.78791 0.69346 -0.03775 0.318 1.631 1.382 -0.074
H -1.07817 2.75166 0.64189 -0.113 -0.067 -0.515 0.067
H -0.66220 1.16163 1.56020 -0.352 0.464 -0.444 0.090
H -0.21436 -0.93678 -0.00143 0.057 -0.287 -0.362 0.050
H 1.41405 -1.61064 -0.55834 0.476 0.009 0.723 0.062
H 2.95370 1.62888 0.55117 0.370 -0.713 -0.049 0.076
H 3.38060 -0.12692 0.40315 -0.444 0.391 -0.157 0.077
H 3.24717 0.97002 -0.99591 -0.802 -0.366 -0.231 0.075
O -4.62938 -2.82336 -1.00177 0.161 0.387 -0.475 -0.056
H -4.48109 -1.87411 -1.10681 -0.014 -0.232 -0.073 0.036
H -4.84824 -2.91954 -0.08074 -0.144 -0.155 0.547 0.020

=====

(3)
6
Properties=species:S:1:pos:R:3:forces:R:3:lowdin_charge:R:1 method="wB97M-V/def2-TZVPD" homo_energy_ev=-8.43 spin_multiplicity=1 largest_force_ev_per_a=9.6 lumo_ev=-3.5 gap_ev=4.921 charge=0 relative_energy_ev=3.093
Sn 2.50523 -0.23743 -0.12503 -4.656 0.353 0.152 1.448
S -0.46394 0.02683 0.10066 -9.447 1.669 0.281 0.131
O -2.06056 0.19212 -0.09453 5.121 -1.145 2.307 -0.371
O -0.01326 -1.34435 0.10194 2.637 -3.044 1.112 -0.428
O -0.10608 0.55164 -1.16523 4.611 2.332 -4.681 -0.377
O 0.13861 0.81120 1.18219 1.735 -0.164 0.829 -0.405

=====

(4)
141
Properties=species:S:1:pos:R:3:forces:R:3:lowdin_charge:R:1 method="wB97M-V/def2-TZVPD" homo_energy_ev=-10.02 spin_multiplicity=1 largest_force_ev_per_a=2.2 lumo_ev=0.1 gap_ev=10.116 charge=0
C 3.29197 -0.91433 0.61754 -0.599 -0.496 1.112 -0.007
C 3.55294 -2.22148 -0.09401 -0.532 0.387 -0.758 -0.303
C 4.96079 -2.78768 0.10163 0.106 0.739 0.456 -0.079
O 4.76885 -4.01011 0.80323 0.022 -0.539 -0.448 0.079
C 3.45597 -4.31167 0.84700 -0.680 1.037 0.736 -0.553
O 2.97124 -5.31337 1.25560 0.294 -0.487 -0.095 0.163
O 2.70822 -3.22406 0.50544 0.582 -0.383 -0.483 0.056
H 3.71890 -1.04275 1.61461 0.344 0.577 -0.082 0.077
H 2.22823 -0.81798 0.85460 -0.113 -0.085 -0.461 0.086
H 3.56966 0.01771 0.13148 0.445 -0.208 -0.146 0.093
H 3.29357 -2.15063 -1.15438 -0.083 -0.171 0.030 0.128
H 5.50163 -2.09358 0.74701 0.283 -0.235 -0.014 0.132
H 5.52957 -2.95172 -0.81209 -0.135 -0.139 -0.051 0.128
C -1.04689 3.63249 5.77948 -0.390 0.300 -0.101 -0.016
C -1.94779 2.41246 5.93340 1.209 -0.441 1.756 -0.307
C -3.44552 2.67249 6.20786 1.178 -0.028 -0.006 -0.080
O -4.04246 2.13530 5.03708 -0.493 -0.107 -0.331 0.072
C -3.13449 1.43888 4.28718 0.149 1.214 -0.860 -0.538
O -3.33130 0.92756 3.23281 -0.687 -0.386 0.508 0.173
O -1.89947 1.58653 4.78827 -0.217 -0.006 0.073 0.079
H -1.45996 4.32032 5.03786 -0.017 -0.035 -0.080 0.076
H -0.02265 3.38579 5.50155 -0.126 -0.366 -0.153 0.084
H -0.96226 4.19306 6.71283 -0.259 -0.141 0.128 0.094
H -1.53041 1.79708 6.73587 -0.007 0.117 0.100 0.152
H -3.53865 3.74628 6.38993 -0.709 0.043 -0.775 0.130
H -3.86127 2.19068 7.09325 0.222 -0.312 -0.119 0.132
C 0.88363 6.44655 4.51186 -0.190 0.866 -0.759 -0.005
C 0.36787 5.63698 3.32637 -0.017 -0.586 1.276 -0.344
C -1.00594 6.07790 2.83911 -0.100 -0.111 0.468 -0.098
O -0.70568 6.74951 1.62582 -0.706 0.071 -0.047 0.081
C 0.52564 6.41829 1.21649 0.474 -0.251 -0.643 -0.566
O 0.97113 6.64371 0.13912 -0.035 0.201 0.007 0.170
O 1.19695 5.75182 2.17924 -0.136 0.121 0.094 0.079
H 0.54627 7.48021 4.38198 -0.037 0.012 0.127 0.092
H 1.96941 6.52769 4.53131 0.027 -0.511 0.199 0.090
H 0.45443 6.07586 5.43996 0.220 -0.072 0.075 0.074
H 0.30785 4.58755 3.61778 0.327 -0.066 -0.257 0.110
H -1.50991 6.74837 3.53517 0.153 0.222 -0.128 0.136
H -1.66979 5.21885 2.71065 0.022 0.080 -0.574 0.127
C 5.76343 -2.78361 -6.00056 -0.013 0.099 0.977 -0.043
C 5.61825 -3.04863 -4.50624 0.114 0.132 0.408 -0.206
O 4.26387 -2.71201 -4.13365 0.020 0.316 0.041 0.005
C 3.26952 -3.58764 -3.98935 1.035 -0.435 0.343 -0.614
O 2.17473 -3.24158 -3.68693 -1.040 0.134 0.119 0.157
O 3.70505 -4.83539 -4.13540 1.034 -0.577 -0.232 -0.021
C 2.86531 -5.93409 -3.79742 -0.863 0.250 -0.043 -0.015
H 5.50583 -1.73629 -6.15131 0.033 -0.007 -0.259 0.072
H 5.04223 -3.40527 -6.52651 0.186 -0.076 -0.223 0.084
H 6.78679 -2.95739 -6.32691 -0.063 -0.110 -0.152 0.081
H 6.20391 -2.39165 -3.85989 0.111 0.396 -0.460 0.118
H 5.92938 -4.03130 -4.15254 -0.498 -0.301 -0.436 0.119
H 1.95546 -5.82609 -4.38806 -0.196 -0.238 0.335 0.100
H 2.66407 -5.94891 -2.72618 -0.213 0.205 -0.052 0.099
H 3.34597 -6.87706 -4.04268 0.386 0.297 -0.265 0.094
C 4.76563 0.94910 -3.82990 -0.207 0.115 0.382 -0.033
C 3.50999 0.34037 -3.18049 0.431 -0.590 -0.728 -0.212
O 2.66663 1.29986 -2.55818 0.317 0.336 0.236 -0.017
C 1.89605 2.05599 -3.36616 0.722 -0.379 0.665 -0.633
O 1.74548 1.82762 -4.52458 -0.354 0.014 -0.994 0.148
O 1.37306 3.07886 -2.72931 -0.390 0.199 -0.027 0.033
C 1.59776 3.24306 -1.31467 0.547 -0.204 -0.421 -0.003
H 4.52520 1.91284 -4.27921 -0.009 0.091 0.196 0.082
H 5.16414 0.36098 -4.65689 -0.192 -0.350 0.146 0.064
H 5.55678 1.05540 -3.08799 0.048 0.272 -0.057 0.073
H 3.74554 -0.34218 -2.36713 0.229 -0.018 -0.052 0.099
H 2.99596 -0.24792 -3.93972 -0.399 0.194 0.109 0.108
H 2.66546 3.37881 -1.12955 -0.017 0.256 -0.058 0.098
H 1.30441 2.34251 -0.77628 -0.237 0.511 -0.067 0.069
H 1.04768 4.15275 -1.10019 -0.079 -0.144 0.425 0.092
C -0.32381 -4.51203 0.67448 -0.492 -0.714 0.689 -0.051
C -1.28712 -5.53879 0.05184 0.718 0.478 -0.507 -0.152
O -1.40759 -5.12060 -1.32890 0.279 0.779 -0.068 0.015
C -2.34287 -5.64444 -2.08296 -1.196 0.123 0.494 -0.629
O -3.17413 -6.44125 -1.72623 0.185 -0.306 -0.262 0.127
O -2.29851 -5.04655 -3.27663 0.726 0.257 -0.365 -0.010
C -3.10220 -5.58145 -4.29546 -1.049 -1.157 -0.826 -0.065
H -0.89966 -3.69778 1.11605 -0.039 0.185 -0.307 0.071
H 0.40380 -4.11460 -0.02152 -0.021 -0.178 -0.110 0.046
H 0.21033 -4.95132 1.51782 0.125 -0.155 -0.124 0.076
H -2.23782 -5.51255 0.57993 -0.183 -0.172 -0.311 0.125
H -0.92860 -6.56181 -0.05343 0.184 -0.012 0.726 0.128
H -2.75754 -5.30896 -5.29139 0.456 0.537 0.330 0.092
H -4.15308 -5.29349 -4.23231 0.087 0.266 0.347 0.097
H -3.10421 -6.67456 -4.30266 0.137 0.022 0.366 0.096
C -0.17423 -1.62691 3.62667 1.007 -0.126 0.122 -0.031
C 0.90552 -0.94887 4.49658 -1.318 0.091 0.777 -0.176
O 1.03233 0.45833 4.24895 -0.327 0.338 -0.172 0.023
C 2.13231 0.92356 3.66944 0.288 -1.103 -0.227 -0.592
O 3.13116 0.27326 3.48234 0.154 0.682 -0.008 0.115
O 1.88735 2.17612 3.31665 -0.555 0.615 0.327 -0.017
C 2.88642 3.05477 2.83648 1.035 0.029 -0.377 -0.019
H -0.72570 -2.28173 4.30101 0.132 -0.412 -0.280 0.079
H 0.35688 -2.18148 2.85306 -0.523 -0.195 -0.206 0.064
H -0.93641 -0.98340 3.19515 0.292 0.423 -0.023 0.066
H 1.87427 -1.43900 4.50211 0.000 0.022 -0.312 0.121
H 0.48782 -1.00218 5.50391 0.437 0.224 0.182 0.114
H 2.75311 4.03206 3.29267 -0.143 -0.119 0.182 0.080
H 2.81665 3.19697 1.75756 -0.279 -0.217 -0.017 0.097
H 3.89310 2.69381 3.04752 -0.096 -0.163 0.150 0.102
C -4.42886 -2.49034 -1.90700 0.457 0.982 -0.153 -0.039
C -4.29484 -1.39516 -0.85600 -0.041 0.585 -0.003 -0.202
O -5.41374 -1.51204 0.03488 0.042 -0.500 0.408 0.032
C -6.02088 -0.42869 0.50769 -0.306 -0.280 -0.725 -0.603
O -5.99553 0.68584 0.06912 0.412 0.233 0.107 0.143
O -6.79392 -0.84513 1.51037 -0.209 -0.318 0.874 0.013
C -7.38523 0.17723 2.27285 -0.486 2.169 -0.008 -0.072
H -5.15193 -2.13356 -2.64156 -0.364 -0.508 0.104 0.081
H -4.67985 -3.44588 -1.45312 -0.210 0.000 -0.088 0.083
H -3.49949 -2.60179 -2.47030 0.150 -0.026 0.209 0.066
H -4.31751 -0.37628 -1.24975 0.038 -0.190 -0.351 0.102
H -3.38546 -1.42718 -0.25771 -0.050 -0.390 0.017 0.103
H -6.67936 0.95791 2.57455 0.482 -0.534 0.198 0.091
H -7.91859 -0.17041 3.15128 0.264 -0.713 -0.133 0.090
H -8.08326 0.80932 1.71126 -0.206 -0.594 -0.391 0.093
C -0.22696 -2.10970 -1.93285 -0.451 0.042 0.333 -0.043
C 0.03227 -0.71553 -2.47759 -0.356 -0.435 -0.315 -0.148
O 0.29487 0.22066 -1.42875 1.177 0.450 0.218 0.033
C -0.60685 0.56974 -0.53990 -1.785 -1.206 0.214 -0.584
O -1.78056 0.25584 -0.52330 0.640 0.411 -0.300 0.131
O -0.00874 1.26379 0.41284 1.250 -0.132 0.345 -0.016
C -0.74188 1.76058 1.50071 -1.070 1.800 0.341 -0.030
H -1.05052 -2.07536 -1.21777 -0.094 -0.021 -0.084 0.069
H 0.62153 -2.53489 -1.39695 0.254 0.317 -0.137 0.059
H -0.48856 -2.84023 -2.69691 0.011 0.217 -0.204 0.080
H -0.76920 -0.29415 -3.08393 -0.261 -0.354 0.098 0.111
H 0.91651 -0.71491 -3.11239 0.113 0.144 0.211 0.107
H -0.11843 2.46994 2.04587 0.491 -0.372 -0.157 0.081
H -1.13488 1.06188 2.23038 0.068 -0.539 -0.436 0.066
H -1.55166 2.40229 1.13454 -0.296 -0.480 -0.077 0.106
C -2.77129 5.25719 -1.01655 0.288 0.141 1.830 -0.053
O -2.21320 4.15062 -1.68898 -0.026 -0.248 -0.802 -0.007
C -3.06439 3.29523 -2.27702 -0.922 0.492 0.590 -0.612
O -4.24213 3.22680 -2.03775 0.228 -0.082 -0.207 0.141
O -2.38087 2.59594 -3.15353 0.631 -0.534 -0.050 0.025
C -2.97814 1.48576 -3.78919 0.120 -1.003 -1.118 -0.038
H -2.97558 4.98628 0.03014 0.061 -0.152 -0.099 0.088
H -3.72712 5.65463 -1.35195 0.261 -0.151 -0.803 0.099
H -1.94963 5.97250 -0.97509 -0.372 0.298 -0.252 0.091
H -2.16033 0.87580 -4.17386 0.223 0.218 0.135 0.080
H -3.53112 1.75929 -4.68810 -0.271 0.417 0.257 0.100
H -3.57610 0.79933 -3.19345 -0.138 0.594 0.580 0.090

=====

(5)
26
Properties=species:S:1:pos:R:3:forces:R:3:lowdin_charge:R:1 method="wB97M-V/def2-TZVPD" homo_energy_ev=-6.27 spin_multiplicity=1 largest_force_ev_per_a=2.9 lumo_ev=3.0 gap_ev=9.316 charge=-1 relative_energy_ev=0.584
B 20.07981 12.57418 20.22380 0.141 -0.461 -1.058 -0.427
H 19.42412 13.32872 20.89231 -0.158 0.386 0.504 -0.054
H 19.30365 12.06610 19.38411 0.247 0.069 0.331 -0.018
H 20.95387 13.19171 19.58036 -0.198 -0.030 0.285 -0.034
H 20.61865 11.66883 20.87364 -0.203 0.240 -0.017 -0.026
O 19.85629 12.82220 16.70520 0.548 -0.659 -2.334 -0.056
H 19.79008 12.60474 17.60551 -0.253 -0.884 2.077 -0.072
H 19.71141 13.75325 16.71634 -0.201 1.123 -0.131 -0.030
O 19.42251 15.23220 17.72002 0.344 1.089 -1.072 -0.027
H 18.55493 15.27488 18.07631 -1.352 0.024 0.358 0.040
H 19.92910 14.89812 18.43952 0.958 -0.674 1.095 0.009
O 16.50567 13.08869 20.05723 -1.514 0.044 -2.430 -0.026
H 16.17244 13.21422 20.90849 -0.366 0.299 2.019 -0.008
H 17.43687 13.02435 20.06528 1.943 -0.267 0.308 -0.050
O 19.30226 8.99106 19.67425 1.251 -0.839 -0.148 -0.025
H 19.03929 9.45108 20.45086 -0.184 0.881 1.122 -0.006
H 18.47850 8.77101 19.28509 -1.302 -0.389 -0.646 0.035
O 17.84839 10.68748 21.68446 0.347 0.437 0.287 -0.080
H 18.58820 11.28755 21.47540 0.241 -0.224 -0.381 -0.029
H 17.32192 11.28063 22.22541 -0.375 -0.244 0.104 0.031
O 22.18265 10.90557 17.80072 0.899 -0.481 -0.595 -0.041
H 22.60100 11.69507 17.46229 -0.003 0.334 -0.225 0.053
H 21.72414 11.20659 18.57038 -0.591 0.443 1.214 -0.003
O 19.77311 9.90192 17.12737 0.087 0.638 -1.803 -0.083
H 20.57610 10.45050 17.22557 -0.469 -0.484 -0.225 -0.018
H 19.66142 9.46025 17.94481 0.164 -0.371 1.361 -0.054

=====

(6)
7
Properties=species:S:1:pos:R:3:forces:R:3:lowdin_charge:R:1 method="wB97M-V/def2-TZVPD" homo_energy_ev=-3.16 spin_multiplicity=1 largest_force_ev_per_a=2.8 lumo_ev=4.1 gap_ev=7.247 charge=-1 relative_energy_ev=3.123
C -0.80566 0.02787 0.85035 0.477 1.298 -2.398 -0.357
S 0.56767 0.03702 -0.22609 -0.367 0.141 1.188 0.401
O 1.32939 1.26542 -0.06826 -0.251 0.583 -0.353 -0.479
O 1.37556 -1.15512 -0.09248 0.204 -1.040 -0.271 -0.476
H -1.23697 -0.95576 0.98479 0.074 -0.409 -0.324 -0.067
H -1.45557 0.65773 0.16273 -0.082 -0.333 1.199 -0.044
H 0.22559 0.12284 -1.61105 -0.056 -0.240 0.958 0.022